Record 1
C4H10O | ωB97M-V/def2-TZVPD

**LUMO level**: 1.161 eV
**Energy above the lowest of the compared OMol25 structures with the same formula, charge and spin**: 14.8 kcal/mol
**Total charge**: 0
**SMILES string**: COC(C)C

Last column: Löwdin charge in e.
Geometry (Å):
C  -1.0961  0.3785  1.4417  -0.05
C  0.8455  -0.9793  0.5749  -0.06
H  0.5556  -1.9417  1.0114  0.08
H  1.4649  -1.1881  -0.3039  0.07
H  1.4589  -0.4370  1.3028  0.09
H  -1.0894  -0.8212  -0.3548  0.14
H  -0.1919  1.2055  -2.6212  0.09
C  -0.3966  -0.1695  0.2060  -0.48
H  -1.1968  -0.3883  2.2167  0.08
C  0.4264  0.6995  -1.8703  -0.12
H  -0.4973  1.2029  1.8436  0.09
O  -0.0864  0.9654  -0.5860  -0.18
H  0.4387  -0.3729  -2.1050  0.08
H  -2.0884  0.7675  1.1959  0.08
H  1.4532  1.0787  -1.9519  0.09

=====

Record 2
C4H10O | ωB97M-V/def2-TZVPD

**LUMO level**: 1.122 eV
**Energy above the lowest of the compared OMol25 structures with the same formula, charge and spin**: 79.1 kcal/mol
**Total charge**: 0

Last column: Löwdin charge in e.
Geometry (Å):
H  -1.2847  -0.8390  -0.2055  0.19
H  1.0837  -0.4319  1.5147  0.10
C  0.0599  -0.4201  1.1276  -0.31
H  1.2973  1.6656  -1.9407  0.09
C  -0.3216  -1.8904  1.0438  -0.19
H  -1.3014  -2.1931  1.4333  0.08
C  0.3789  2.1100  -1.5220  -0.10
H  0.5581  3.1851  -1.3840  0.09
H  -0.5717  0.0937  1.8635  0.12
C  -0.1974  0.1463  -0.2239  -0.26
H  0.3031  -0.3044  -1.0782  0.10
H  0.4566  -2.2584  1.7661  0.08
H  -0.0467  -2.3907  0.1035  0.08
O  0.0252  1.5457  -0.2617  -0.17
H  -0.4392  1.9814  -2.2364  0.09

=====

Record 3
C4H10O | ωB97M-V/def2-TZVPD

**LUMO level**: 0.996 eV
**Energy above the lowest of the compared OMol25 structures with the same formula, charge and spin**: 45.6 kcal/mol
**Total charge**: 0
**SMILES string**: C=CCCO.[H][H]

Last column: Löwdin charge in e.
Geometry (Å):
H  1.5386  0.6002  1.0608  0.12
C  -1.0157  -0.2170  0.6024  -0.23
H  3.3703  -0.1728  -0.1973  0.09
C  0.2559  -0.8741  0.1441  -0.20
H  1.3296  0.8113  -0.6906  0.10
H  0.5121  -1.6861  0.8372  0.12
C  -2.2097  -0.3994  0.0455  -0.02
O  2.5994  -0.7477  -0.1293  -0.07
H  -1.0235  1.9764  -0.9129  0.02
H  -3.1057  0.0708  0.4424  0.05
H  -2.3361  -1.0380  -0.8261  0.06
C  1.4587  0.0588  0.1024  -0.30
H  -0.5507  2.5159  -1.1129  0.04
H  0.1158  -1.3312  -0.8421  0.12
H  -0.9391  0.4327  1.4763  0.10

=====

Repeat the third record exactly.
C4H10O | ωB97M-V/def2-TZVPD

**LUMO level**: 0.996 eV
**Energy above the lowest of the compared OMol25 structures with the same formula, charge and spin**: 45.6 kcal/mol
**Total charge**: 0
**SMILES string**: C=CCCO.[H][H]

Last column: Löwdin charge in e.
Geometry (Å):
H  1.5386  0.6002  1.0608  0.12
C  -1.0157  -0.2170  0.6024  -0.23
H  3.3703  -0.1728  -0.1973  0.09
C  0.2559  -0.8741  0.1441  -0.20
H  1.3296  0.8113  -0.6906  0.10
H  0.5121  -1.6861  0.8372  0.12
C  -2.2097  -0.3994  0.0455  -0.02
O  2.5994  -0.7477  -0.1293  -0.07
H  -1.0235  1.9764  -0.9129  0.02
H  -3.1057  0.0708  0.4424  0.05
H  -2.3361  -1.0380  -0.8261  0.06
C  1.4587  0.0588  0.1024  -0.30
H  -0.5507  2.5159  -1.1129  0.04
H  0.1158  -1.3312  -0.8421  0.12
H  -0.9391  0.4327  1.4763  0.10